The following is a quantum chemistry calculation of an isolated molecule of C5H13ClO2Si in a non-equilibrium geometry, from the OMol25 dataset.

Positions of all 22 atoms, in Å:
Cl -1.1129 -2.9564 1.4360
O -0.7891 0.4961 -1.1288
O 1.1168 1.2752 0.5450
C 0.0704 0.6767 -2.2382
C 0.7431 2.6106 0.3541
C -0.2052 -2.6586 -0.0220
C -1.2431 0.0703 1.7826
C 0.8290 -1.5424 0.1466
Si -0.0487 0.1033 0.3129
H -0.3835 1.3948 -2.9019
H 0.2263 -0.2794 -2.7330
H 1.0361 1.0430 -1.8478
H 0.0647 2.9225 1.1595
H 0.1739 2.6915 -0.6033
H 1.6296 3.2124 0.3024
H 0.2996 -3.6187 -0.2855
H -0.8707 -2.4191 -0.8272
H -0.7636 -0.5445 2.5121
H -1.5291 1.0444 2.1628
H -2.1751 -0.4185 1.5319
H 1.4259 -1.6961 1.0221
H 1.5058 -1.4072 -0.6805

Calculated values
ΔE to the lowest compared entry with this formula, charge and spin = 0.00 kcal per mole
orbital gap = 10.900 eV
SMILES = CO[Si](C)(CCCl)OC
DFT total energy = -1098.550672 Ha
lowest unoccupied orbital energy = 0.9 eV



The following is a quantum chemistry calculation of a cluster of 2 separate species, C5H13FN in total in a non-equilibrium geometry, from the OMol25 dataset.

Positions of all 20 atoms, in Å:
C 2.4339 0.9968 -0.1800
C -1.9724 1.1478 0.8728
C 2.1536 -0.4159 -0.5993
C -1.5930 0.2067 -0.2425
C 1.1707 -0.9485 0.2212
N -2.3418 -1.0790 -0.3455
F 0.6183 -2.1156 -0.1036
H 1.7585 1.6944 -0.6689
H 2.5759 1.0958 0.8234
H 3.2983 1.4629 -0.6403
H -1.0076 1.8137 1.0488
H -2.1135 0.6268 1.8087
H -2.9130 1.6559 0.4759
H 2.2050 -0.4964 -1.6602
H 3.0362 -1.0529 -0.3049
H -0.5339 -0.0124 -0.3450
H 0.8629 -0.5456 1.1271
H -3.1804 -0.7066 -0.9058
H -2.5889 -1.5065 0.5320
H -1.8688 -1.8214 -0.9139

Calculated values
ΔE to the lowest compared entry with this formula, charge and spin = 114.51 kcal per mole
orbital gap (alpha / beta) = 6.058 / 10.362 eV
DFT total energy = -352.485002 Ha
lowest unoccupied orbital energy (alpha / beta) = -5.0 / -3.6 eV
total charge = +1



The following is a quantum chemistry calculation of a structure of composition C5H13I2O2P in a non-equilibrium geometry, from the OMol25 dataset.

Positions of all 23 atoms, in Å:
C 2.3613 -0.4398 0.2906
C 1.4694 0.4648 1.1148
O 0.9373 1.5249 0.2922
P -0.5708 1.5094 -0.2340
C -1.1851 -0.1320 -0.7550
I -2.7663 0.4162 -2.1186
C -1.7539 -1.1943 0.2243
C -0.7910 -2.3648 0.4260
I -2.4453 -0.4762 2.1150
H 3.2028 0.1165 -0.1138
H 2.7126 -1.2635 0.9134
H 1.7981 -0.8773 -0.5354
H 0.6994 -0.0681 1.6749
H 2.0936 0.9633 1.8582
H -1.4035 2.0758 0.7400
H -0.5093 2.5474 -1.4737
H -0.4241 -0.6092 -1.3702
H -2.6332 -1.6216 -0.2456
H 0.1659 -2.0505 0.8396
H -1.2365 -3.0722 1.1216
H -0.6093 -2.8348 -0.5425
O -0.0221 3.6322 -2.2176
H 0.9099 3.7540 -2.0043

Calculated values
orbital gap = 7.600 eV
DFT total energy = -1285.435775 Ha
lowest unoccupied orbital energy = -0.3 eV



Copy entry 2 word for word.
The following is a quantum chemistry calculation of a cluster of 2 separate species, C5H13FN in total in a non-equilibrium geometry, from the OMol25 dataset.

Positions of all 20 atoms, in Å:
C 2.4339 0.9968 -0.1800
C -1.9724 1.1478 0.8728
C 2.1536 -0.4159 -0.5993
C -1.5930 0.2067 -0.2425
C 1.1707 -0.9485 0.2212
N -2.3418 -1.0790 -0.3455
F 0.6183 -2.1156 -0.1036
H 1.7585 1.6944 -0.6689
H 2.5759 1.0958 0.8234
H 3.2983 1.4629 -0.6403
H -1.0076 1.8137 1.0488
H -2.1135 0.6268 1.8087
H -2.9130 1.6559 0.4759
H 2.2050 -0.4964 -1.6602
H 3.0362 -1.0529 -0.3049
H -0.5339 -0.0124 -0.3450
H 0.8629 -0.5456 1.1271
H -3.1804 -0.7066 -0.9058
H -2.5889 -1.5065 0.5320
H -1.8688 -1.8214 -0.9139

Calculated values
ΔE to the lowest compared entry with this formula, charge and spin = 114.51 kcal per mole
orbital gap (alpha / beta) = 6.058 / 10.362 eV
DFT total energy = -352.485002 Ha
lowest unoccupied orbital energy (alpha / beta) = -5.0 / -3.6 eV
total charge = +1



> What is the DFT total energy in the third record?

-1285.435775 Ha



Repeat the first record exactly.
The following is a quantum chemistry calculation of an isolated molecule of C5H13ClO2Si in a non-equilibrium geometry, from the OMol25 dataset.

Positions of all 22 atoms, in Å:
Cl -1.1129 -2.9564 1.4360
O -0.7891 0.4961 -1.1288
O 1.1168 1.2752 0.5450
C 0.0704 0.6767 -2.2382
C 0.7431 2.6106 0.3541
C -0.2052 -2.6586 -0.0220
C -1.2431 0.0703 1.7826
C 0.8290 -1.5424 0.1466
Si -0.0487 0.1033 0.3129
H -0.3835 1.3948 -2.9019
H 0.2263 -0.2794 -2.7330
H 1.0361 1.0430 -1.8478
H 0.0647 2.9225 1.1595
H 0.1739 2.6915 -0.6033
H 1.6296 3.2124 0.3024
H 0.2996 -3.6187 -0.2855
H -0.8707 -2.4191 -0.8272
H -0.7636 -0.5445 2.5121
H -1.5291 1.0444 2.1628
H -2.1751 -0.4185 1.5319
H 1.4259 -1.6961 1.0221
H 1.5058 -1.4072 -0.6805

Calculated values
ΔE to the lowest compared entry with this formula, charge and spin = 0.00 kcal per mole
orbital gap = 10.900 eV
SMILES = CO[Si](C)(CCCl)OC
DFT total energy = -1098.550672 Ha
lowest unoccupied orbital energy = 0.9 eV



Copy entry 1 word for word.
The following is a quantum chemistry calculation of an isolated molecule of C5H13ClO2Si in a non-equilibrium geometry, from the OMol25 dataset.

Positions of all 22 atoms, in Å:
Cl -1.1129 -2.9564 1.4360
O -0.7891 0.4961 -1.1288
O 1.1168 1.2752 0.5450
C 0.0704 0.6767 -2.2382
C 0.7431 2.6106 0.3541
C -0.2052 -2.6586 -0.0220
C -1.2431 0.0703 1.7826
C 0.8290 -1.5424 0.1466
Si -0.0487 0.1033 0.3129
H -0.3835 1.3948 -2.9019
H 0.2263 -0.2794 -2.7330
H 1.0361 1.0430 -1.8478
H 0.0647 2.9225 1.1595
H 0.1739 2.6915 -0.6033
H 1.6296 3.2124 0.3024
H 0.2996 -3.6187 -0.2855
H -0.8707 -2.4191 -0.8272
H -0.7636 -0.5445 2.5121
H -1.5291 1.0444 2.1628
H -2.1751 -0.4185 1.5319
H 1.4259 -1.6961 1.0221
H 1.5058 -1.4072 -0.6805

Calculated values
ΔE to the lowest compared entry with this formula, charge and spin = 0.00 kcal per mole
orbital gap = 10.900 eV
SMILES = CO[Si](C)(CCCl)OC
DFT total energy = -1098.550672 Ha
lowest unoccupied orbital energy = 0.9 eV